Computed, not measured: one molecule with the formula C5H11NO, with wB97M-V/def2-TZVPD.

Geometry (Å):
C1 -2.04 -0.63 -0.52
C2 -1.06 0.05 0.40
C3 -0.63 -0.55 1.68
N1 0.25 -0.57 0.51
C4 1.37 0.30 0.58
C5 1.41 1.22 -1.31
O1 2.16 -0.12 -0.92
H1 -1.83 -0.37 -1.57
H2 -3.07 -0.33 -0.29
H3 -1.97 -1.72 -0.42
H4 -1.05 1.14 0.35
H5 -1.01 -1.52 1.99
H6 -0.38 0.13 2.50
H7 1.16 1.30 0.97
H8 2.18 -0.16 1.16
H9 0.68 0.95 -2.09
H10 2.22 1.78 -1.80
H11 1.61 -0.88 -1.21

Computed properties:
HOMO energy (eV): -6.8
Charge: 0

Atom charges from the Löwdin analysis, given in e for atoms 1 to 8: atom 1 (C): -0.0497, atom 2 (C): -0.3385, atom 3 (C): -0.0807, atom 4 (N): -0.0951, atom 5 (C): -0.1219, atom 6 (C): -0.0939, atom 7 (O): -0.1534, atom 8 (H): 0.0737



Computed, not measured: a 2-piece molecular cluster, C5H11NO overall in a non-equilibrium geometry, with wB97M-V/def2-TZVPD.

Geometry (Å):
N1 3.15 1.14 -0.24
C1 2.00 0.96 0.54
C2 0.83 0.58 -0.02
C3 -0.32 0.35 0.86
C4 -1.55 0.09 0.42
C5 -2.83 -0.27 1.13
H1 3.90 1.53 0.30
H2 2.98 1.73 -1.04
H3 1.96 1.03 1.62
H4 0.83 0.57 -1.10
H5 -0.10 0.40 1.92
H6 -1.66 0.07 -0.66
H7 -3.13 0.51 1.82
H8 -3.63 -0.41 0.39
H9 -2.80 -1.26 1.58
H10 -0.32 -2.08 -1.98
H11 0.80 -2.33 -2.81
O1 -0.11 -2.61 -2.74

Computed properties:
SMILES: C/C=C/C=C/N.O
HOMO energy (eV): -7.8
Charge: 0

Atom charges from the Löwdin analysis, given in e for atoms 1 to 8: atom 1 (N): 0.0307, atom 2 (C): -0.2101, atom 3 (C): -0.1332, atom 4 (C): -0.1503, atom 5 (C): -0.1826, atom 6 (C): -0.1071, atom 7 (H): 0.0727, atom 8 (H): 0.0781



Computed, not measured: C5H11NO as an isolated structure, with wB97M-V/def2-TZVPD.

Geometry (Å):
C1 0.30 -0.64 0.48
C2 0.22 -0.77 -0.92
C3 0.50 0.73 0.99
C4 -1.93 1.03 1.04
C5 0.92 0.05 -1.93
N1 -0.71 1.04 0.24
O1 1.72 -1.83 0.12
H1 1.43 -2.73 0.34
H2 -0.34 -1.28 1.08
H3 -0.38 -1.59 -1.30
H4 0.43 0.81 2.08
H5 1.38 1.25 0.63
H6 -2.04 2.00 1.55
H7 -2.79 0.91 0.39
H8 -1.97 0.26 1.82
H9 1.60 0.78 -1.49
H10 1.48 -0.61 -2.59
H11 0.18 0.59 -2.53

Computed properties:
HOMO energy (alpha / beta) (eV): -7.8 / -7.4
Charge: 0

Atom charges from the Löwdin analysis, given in e for atoms 1 to 8: atom 1 (C): -0.2207, atom 2 (C): -0.0682, atom 3 (C): -0.2171, atom 4 (C): -0.1708, atom 5 (C): -0.0600, atom 6 (N): -0.0699, atom 7 (O): -0.1802, atom 8 (H): 0.0153



Computed, not measured: one molecule with the formula C5H11NO, with wB97M-V/def2-TZVPD.

Geometry (Å):
C1 1.83 -0.18 -1.59
C2 1.24 -0.74 -0.32
C3 1.20 0.00 0.97
N1 0.07 -0.03 0.09
C4 -1.26 -0.57 0.31
C5 -2.17 0.65 0.34
O1 -1.86 1.48 1.44
H1 1.26 -0.54 -2.45
H2 2.88 -0.45 -1.73
H3 1.74 0.91 -1.58
H4 1.25 -1.83 -0.23
H5 1.68 0.97 1.06
H6 1.20 -0.58 1.90
H7 -1.50 -1.19 -0.56
H8 -1.38 -1.17 1.22
H9 -2.02 1.19 -0.61
H10 -3.23 0.39 0.42
H11 -0.93 1.71 1.33

Computed properties:
SMILES: C[C@H]1CN1CCO
HOMO energy (eV): -9.0
Charge: 0

Atom charges from the Löwdin analysis, given in e for atoms 1 to 8: atom 1 (C): -0.0590, atom 2 (C): -0.3368, atom 3 (C): -0.0989, atom 4 (N): -0.1264, atom 5 (C): -0.1773, atom 6 (C): -0.2681, atom 7 (O): -0.0662, atom 8 (H): 0.0751



Computed, not measured: one molecule with the formula C5H11NO, with wB97M-V/def2-TZVPD.

Geometry (Å):
C1 -0.89 -1.23 -0.89
C2 -0.66 0.18 -0.35
C3 -1.50 0.47 0.90
N1 0.76 0.42 -0.10
C4 1.41 -0.14 1.06
C5 1.50 1.00 -1.09
O1 1.07 1.39 -2.16
H1 -0.60 -1.99 -0.15
H2 -1.96 -1.38 -1.12
H3 -0.31 -1.39 -1.80
H4 -0.93 0.90 -1.12
H5 -1.26 1.45 1.32
H6 -2.56 0.46 0.63
H7 -1.36 -0.30 1.68
H8 0.92 0.19 1.98
H9 1.40 -1.24 1.04
H10 2.45 0.19 1.09
H11 2.57 1.10 -0.82

Computed properties:
SMILES: CC(C)N(C)C=O
HOMO energy (eV): -9.3
Charge: 0

Atom charges from the Löwdin analysis, given in e for atoms 1 to 8: atom 1 (C): -0.0480, atom 2 (C): -0.3977, atom 3 (C): -0.0642, atom 4 (N): -0.1290, atom 5 (C): -0.0553, atom 6 (C): -0.3286, atom 7 (O): 0.0134, atom 8 (H): 0.0745



Computed, not measured: an isolated ion of composition C5H11NO and charge +1 in a non-equilibrium geometry, with wB97M-V/def2-TZVPD.

Geometry (Å):
C1 0.07 -1.88 -0.01
O1 -0.43 -2.14 -1.31
C2 -0.74 -0.82 0.75
C3 -1.28 0.29 -0.18
C4 -0.19 1.40 -0.21
C5 1.98 2.03 0.37
N1 0.92 1.34 0.74
H1 1.17 -1.52 -0.09
H2 0.25 -2.70 0.63
H3 -0.77 -3.06 -1.44
H4 -0.14 -0.35 1.46
H5 -1.51 -1.44 1.35
H6 -2.33 0.66 0.23
H7 -1.54 -0.15 -1.14
H8 -0.63 2.36 -0.29
H9 0.42 1.32 -1.15
H10 2.94 2.09 0.83
H11 1.81 2.57 -0.53

Computed properties:
2S+1: 2
HOMO energy (alpha / beta) (eV): -14.0 / -13.9
Charge: +1

Atom charges from the Löwdin analysis, given in e for atoms 1 to 8: atom 1 (C): -0.2664, atom 2 (O): -0.0563, atom 3 (C): -0.1766, atom 4 (C): -0.1264, atom 5 (C): -0.1553, atom 6 (C): 0.1821, atom 7 (N): 0.2034, atom 8 (H): 0.1366